No. 1
{
  "formula": "C6H24FN12O6",
  "method": "wB97M-V/def2-TZVPD",
  "symbols": ["F", "C", "O", "N", "N", "H", "H", "H", "H", "C", "O", "N", "N", "H", "H", "H", "H", "C", "O", "N", "N", "H", "H", "H", "H", "C", "O", "N", "N", "H", "H", "H", "H", "C", "O", "N", "N", "H", "H", "H", "H", "C", "O", "N", "N", "H", "H", "H", "H"],
  "coordinates": [[0.293, -0.023, 0.325], [2.387, -0.112, -2.841], [1.894, -1.114, -3.260], [2.237, 0.446, -1.688], [3.255, 0.453, -3.625], [1.617, 0.070, -0.985], [2.929, 1.126, -1.404], [3.624, 1.340, -3.313], [3.720, -0.095, -4.335], [-2.149, -1.187, -2.165], [-3.034, -1.665, -2.923], [-1.009, -0.672, -2.449], [-2.165, -1.113, -0.844], [-0.790, -0.580, -3.431], [-0.383, -0.387, -1.710], [-1.336, -0.797, -0.362], [-3.083, -1.211, -0.434], [1.529, 1.962, 3.210], [1.987, 2.546, 4.206], [0.295, 1.659, 3.013], [2.126, 1.632, 2.132], [-0.038, 1.458, 2.081], [-0.427, 2.131, 3.539], [3.113, 1.839, 2.068], [1.621, 1.120, 1.423], [-2.507, -0.685, 2.851], [-3.487, -1.326, 3.200], [-1.389, -1.234, 2.525], [-2.371, 0.619, 2.780], [-1.395, -2.240, 2.623], [-0.588, -0.740, 2.159], [-3.186, 1.091, 3.143], [-1.995, 0.982, 1.916], [-0.813, 3.402, -0.127], [-1.258, 4.513, 0.198], [0.350, 2.841, -0.181], [-1.664, 2.525, -0.546], [1.139, 3.420, 0.069], [0.484, 1.844, -0.270], [-1.262, 1.610, -0.694], [-2.635, 2.791, -0.629], [0.841, -3.857, -0.916], [1.453, -4.698, -1.552], [-0.394, -4.013, -0.498], [1.246, -2.675, -0.637], [-0.807, -3.625, 0.338], [-0.546, -4.971, -0.778], [1.839, -2.194, -1.298], [0.731, -2.205, 0.094]],
  "mulliken_charge": [-1.155, 0.674, -0.662, 0.001, -0.449, -0.172, 0.259, 0.137, 0.262, 0.604, -0.651, 0.228, 0.116, 0.198, -0.014, 0.036, 0.257, 0.497, -0.742, -0.014, -0.178, -0.131, 0.219, 0.210, 0.173, 0.458, -0.700, -0.159, -0.147, 0.200, 0.182, 0.234, 0.105, 0.458, -0.726, -0.154, -0.401, 0.214, -0.109, 0.399, 0.177, 0.615, -0.636, -0.292, -0.124, 0.173, 0.244, 0.132, 0.156],
  "multiplicity": 2,
  "s_squared": 0.765,
  "molar_mass_g_mol": 379.3,
  "energy_ha": -1451.3915
}

---

No. 2
{
  "formula": "C11H14BCdN7Se",
  "method": "wB97M-V/def2-TZVPD",
  "symbols": ["H", "N", "B", "N", "C", "Cd", "H", "C", "H", "C", "H", "C", "H", "H", "H", "N", "N", "N", "N", "C", "C", "H", "H", "C", "C", "C", "C", "H", "H", "H", "H", "H", "Se", "C", "N"],
  "coordinates": [[1.675, 2.812, 1.737], [1.232, 1.346, 0.235], [0.303, 0.199, -1.919], [0.627, 1.413, -0.991], [0.417, 2.708, -1.299], [2.823, 0.022, 1.074], [0.001, 2.981, -2.256], [0.826, 3.486, -0.222], [0.809, 4.556, -0.147], [1.295, 2.608, 0.743], [0.487, 0.574, -3.055], [-0.675, -0.839, 3.084], [0.232, -1.208, 3.578], [-0.868, -1.405, 2.168], [-0.498, 0.198, 2.780], [-1.230, -0.147, -1.787], [1.266, -1.009, -1.693], [-1.931, 0.095, -0.629], [1.920, -1.334, -0.522], [-2.082, -0.583, -2.756], [1.651, -1.874, -2.657], [-1.705, -0.738, -3.757], [1.337, -1.742, -3.680], [-3.363, -0.686, -2.200], [2.518, -2.804, -2.093], [-3.210, -0.250, -0.858], [2.609, -2.486, -0.743], [-4.277, -0.960, -2.697], [3.053, -3.577, -2.611], [-3.964, -0.211, -0.072], [3.111, -3.018, 0.058], [-1.470, -0.891, 3.775], [0.214, 1.696, 7.184], [-1.118, 0.804, 6.389], [-2.015, 0.265, 5.838]],
  "mulliken_charge": [0.426, -0.275, -0.021, 0.373, -0.296, 0.317, 0.444, -0.801, 0.398, -0.214, -0.106, -1.214, 0.275, 0.319, 0.235, 0.573, 0.460, -0.700, -0.521, -0.302, -0.219, 0.375, 0.403, -0.691, -0.734, -0.269, -0.180, 0.372, 0.374, 0.410, 0.420, 0.389, 0.087, 0.274, -0.382],
  "molar_mass_g_mol": 446.5,
  "energy_ha": -3404.8090
}

---

No. 3
{
  "formula": "C50H138N25O7P7",
  "method": "wB97M-V/def2-TZVPD",
  "symbols": ["C", "N", "C", "P", "O", "N", "C", "C", "N", "C", "C", "H", "H", "H", "H", "H", "H", "H", "H", "H", "H", "H", "H", "H", "H", "H", "H", "H", "H", "C", "N", "C", "P", "O", "N", "C", "C", "N", "C", "C", "H", "H", "H", "H", "H", "H", "H", "H", "H", "H", "H", "H", "H", "H", "H", "H", "H", "H", "C", "N", "C", "P", "O", "N", "C", "C", "N", "C", "C", "H", "H", "H", "H", "H", "H", "H", "H", "H", "H", "H", "H", "H", "H", "H", "H", "H", "H", "C", "N", "C", "P", "O", "N", "C", "C", "N", "C", "C", "H", "H", "H", "H", "H", "H", "H", "H", "H", "H", "H", "H", "H", "H", "H", "H", "H", "H", "C", "N", "C", "P", "O", "N", "C", "C", "N", "C", "C", "H", "H", "H", "H", "H", "H", "H", "H", "H", "H", "H", "H", "H", "H", "H", "H", "H", "H", "C", "N", "C", "P", "O", "N", "C", "C", "N", "C", "C", "H", "H", "H", "H", "H", "H", "H", "H", "H", "H", "H", "H", "H", "H", "H", "H", "H", "H", "C", "N", "C", "P", "O", "N", "C", "C", "N", "C", "C", "H", "H", "H", "H", "H", "H", "H", "H", "H", "H", "H", "H", "H", "H", "H", "H", "H", "H", "C", "C", "N", "H", "H", "H", "C", "C", "N", "H", "H", "H", "C", "C", "N", "H", "H", "H", "C", "C", "N", "H", "H", "H"],
  "coordinates": [[-0.215, 1.275, -6.123], [-0.142, -0.061, -6.680], [0.656, -1.031, -5.940], [-1.270, -0.510, -7.851], [-1.535, 0.466, -8.924], [-0.750, -2.002, -8.452], [0.496, -1.979, -9.223], [-1.705, -3.034, -8.800], [-2.663, -0.885, -6.979], [-2.739, -1.853, -5.898], [-3.844, -0.059, -7.229], [-0.738, 1.302, -5.161], [-0.754, 1.922, -6.821], [0.779, 1.730, -6.082], [0.027, -1.604, -5.247], [1.361, -0.483, -5.315], [1.162, -1.679, -6.651], [1.353, -1.687, -8.614], [0.680, -2.996, -9.567], [0.421, -1.313, -10.086], [-2.310, -2.755, -9.671], [-1.250, -3.993, -9.050], [-2.363, -3.216, -7.953], [-2.002, -2.647, -5.866], [-2.954, -1.393, -4.924], [-3.734, -2.300, -6.046], [-3.649, 0.960, -6.887], [-4.755, -0.503, -6.829], [-4.021, 0.010, -8.304], [0.119, -2.231, -0.829], [-0.818, -1.144, -0.530], [-0.176, 0.151, -0.299], [-2.249, -1.485, 0.250], [-2.092, -2.176, 1.560], [-3.017, 0.007, 0.257], [-3.529, 0.640, -0.943], [-3.664, 0.421, 1.505], [-3.173, -2.404, -0.858], [-2.973, -2.259, -2.287], [-4.490, -2.869, -0.478], [0.678, -1.935, -1.718], [-0.491, -3.089, -1.124], [0.756, -2.523, 0.003], [-0.865, 0.960, -0.546], [0.646, 0.272, -1.006], [0.147, 0.330, 0.727], [-4.410, 0.099, -1.307], [-3.718, 1.698, -0.779], [-2.776, 0.535, -1.730], [-4.604, 0.900, 1.223], [-3.811, -0.390, 2.212], [-3.092, 1.199, 2.027], [-3.878, -1.830, -2.737], [-2.131, -1.609, -2.511], [-2.874, -3.233, -2.782], [-4.658, -3.782, -1.065], [-5.319, -2.208, -0.749], [-4.492, -3.233, 0.549], [2.762, -2.046, 2.605], [2.090, -2.774, 3.701], [2.022, -4.246, 3.546], [2.282, -2.268, 5.298], [3.533, -2.655, 5.977], [2.048, -0.605, 5.311], [2.687, 0.195, 6.355], [0.929, 0.076, 4.629], [0.901, -2.950, 6.025], [1.002, -3.181, 7.461], [-0.457, -2.813, 5.496], [3.836, -2.090, 2.804], [2.281, -1.079, 2.488], [2.594, -2.640, 1.707], [2.506, -4.727, 4.396], [2.544, -4.556, 2.642], [0.975, -4.550, 3.497], [2.859, 1.213, 6.006], [2.052, 0.105, 7.240], [3.699, -0.139, 6.586], [0.084, -0.045, 5.305], [1.095, 1.140, 4.490], [0.704, -0.423, 3.687], [2.042, -3.449, 7.650], [0.680, -2.347, 8.089], [0.431, -4.072, 7.739], [-0.372, -2.670, 4.417], [-0.920, -1.904, 5.889], [-1.075, -3.687, 5.700], [-0.199, 2.026, 1.712], [0.176, 3.313, 1.115], [-0.279, 3.397, -0.279], [1.704, 3.896, 1.362], [2.744, 3.419, 0.430], [1.614, 5.581, 1.255], [0.481, 6.335, 1.757], [2.875, 6.315, 1.185], [2.049, 3.601, 2.969], [3.410, 3.202, 3.364], [1.219, 4.068, 4.072], [-1.277, 1.894, 1.635], [0.228, 1.957, 2.706], [0.258, 1.251, 1.083], [-0.436, 2.409, -0.717], [0.398, 4.033, -0.845], [-1.277, 3.843, -0.362], [0.750, 6.757, 2.738], [0.250, 7.221, 1.158], [-0.391, 5.697, 1.883], [2.738, 7.392, 1.150], [3.462, 6.134, 2.099], [3.388, 5.857, 0.339], [3.339, 2.616, 4.281], [3.829, 2.622, 2.547], [3.997, 4.082, 3.643], [1.225, 3.343, 4.888], [0.163, 4.068, 3.791], [1.503, 5.074, 4.388], [-5.001, 2.646, 7.500], [-3.569, 2.654, 7.164], [-2.761, 3.692, 7.762], [-2.782, 1.311, 6.462], [-1.565, 1.676, 5.708], [-2.427, 0.279, 7.717], [-1.044, 0.206, 8.194], [-3.462, -0.183, 8.657], [-4.013, 0.562, 5.563], [-3.684, -0.760, 5.057], [-4.756, 1.372, 4.603], [-5.456, 3.430, 6.885], [-5.204, 2.851, 8.552], [-5.402, 1.686, 7.182], [-2.020, 3.316, 8.488], [-3.408, 4.325, 8.366], [-2.143, 4.161, 6.992], [-0.985, 0.202, 9.282], [-0.602, -0.722, 7.824], [-0.410, 1.023, 7.852], [-3.868, 0.671, 9.201], [-4.197, -0.794, 8.138], [-2.953, -0.808, 9.390], [-4.541, -1.348, 4.728], [-3.052, -0.712, 4.162], [-3.158, -1.332, 5.821], [-5.689, 0.854, 4.372], [-4.165, 1.653, 3.730], [-5.145, 2.269, 5.089], [4.137, 4.540, -4.992], [3.297, 3.683, -4.187], [3.060, 4.252, -2.852], [1.984, 2.995, -4.980], [1.191, 3.952, -5.794], [2.677, 1.760, -5.887], [3.767, 0.881, -5.441], [2.238, 1.526, -7.273], [1.075, 2.249, -3.768], [1.479, 1.127, -2.942], [-0.373, 2.578, -3.787], [3.798, 5.584, -5.004], [4.270, 4.192, -6.014], [5.118, 4.582, -4.503], [2.090, 3.994, -2.424], [3.120, 5.337, -2.931], [3.699, 3.765, -2.111], [4.562, 1.387, -4.897], [3.401, 0.090, -4.782], [4.206, 0.464, -6.346], [1.326, 2.084, -7.470], [3.007, 2.009, -7.892], [2.264, 0.459, -7.483], [0.789, 1.013, -2.108], [1.522, 0.221, -3.561], [2.480, 1.231, -2.517], [-0.571, 3.608, -3.486], [-0.881, 1.868, -3.137], [-0.701, 2.487, -4.823], [8.370, -2.092, -2.861], [7.395, -1.721, -1.860], [7.809, -2.042, -0.501], [6.019, -0.826, -2.278], [6.095, -0.323, -3.660], [4.742, -1.861, -1.909], [4.243, -2.278, -0.605], [3.897, -2.355, -3.012], [5.946, 0.384, -1.117], [7.118, 1.264, -1.103], [4.690, 0.927, -0.636], [7.976, -2.108, -3.877], [8.657, -3.142, -2.721], [9.276, -1.480, -2.823], [8.238, -3.043, -0.483], [7.003, -1.910, 0.213], [8.583, -1.339, -0.166], [3.997, -3.341, -0.562], [5.002, -2.033, 0.132], [3.331, -1.746, -0.316], [2.842, -2.178, -2.799], [4.209, -1.943, -3.970], [4.146, -3.421, -3.071], [7.152, 1.951, -0.258], [8.054, 0.713, -1.153], [7.024, 1.907, -1.985], [4.876, 1.471, 0.290], [3.872, 0.248, -0.398], [4.310, 1.579, -1.431], [-3.921, -4.326, 3.012], [-3.893, -4.976, 4.315], [-3.883, -5.450, 5.362], [-3.009, -3.728, 3.038], [-4.762, -3.637, 3.129], [-4.069, -5.092, 2.257], [-5.659, 0.083, -4.068], [-6.664, -0.903, -3.724], [-7.457, -1.668, -3.413], [-5.685, 0.874, -3.313], [-6.045, 0.600, -4.950], [-4.645, -0.289, -4.145], [-7.684, -2.043, 0.765], [-6.856, -1.816, 1.929], [-6.203, -1.679, 2.865], [-8.669, -2.341, 1.130], [-7.300, -2.988, 0.371], [-7.760, -1.224, 0.060], [-2.617, -5.862, -0.605], [-3.608, -6.927, -0.681], [-4.429, -7.729, -0.708], [-3.003, -4.900, -0.284], [-2.060, -5.803, -1.540], [-1.899, -6.239, 0.129]],
  "mulliken_charge": [-0.461, 0.948, -0.218, 0.240, -0.934, 0.266, -0.896, -0.873, 0.325, -0.752, -1.224, 0.735, 0.356, -1.856, -0.048, -0.495, 0.357, 0.190, 0.388, 0.288, 0.306, 0.358, 0.245, 0.574, -0.589, 0.642, 0.277, 0.512, 0.335, -0.410, 1.019, -0.774, -1.208, -0.602, 1.585, -1.109, -0.289, 1.671, -1.504, -0.769, 0.012, 0.330, -0.178, -0.944, 0.580, 0.692, 0.221, 0.509, -0.062, 0.396, -0.080, -0.401, 0.236, 0.297, 0.261, 0.597, -0.122, -0.165, -0.831, 0.659, -1.231, 0.120, -0.873, 0.650, -1.033, 0.831, 0.479, -1.109, 0.054, 0.318, 0.172, 0.191, 0.374, 0.506, 0.188, 0.133, 0.286, 0.342, -0.177, -0.938, -0.029, 0.365, 0.265, 0.356, -0.267, -0.568, 0.638, 0.105, 0.734, 0.199, 0.267, -0.808, 0.303, -1.063, -0.905, 0.676, -0.231, -1.305, -0.307, -0.513, -0.090, -0.279, 0.442, 0.179, 0.385, 0.315, 0.299, 0.403, 0.251, 0.136, -0.053, -0.156, 0.283, 0.417, 0.319, 0.185, -1.367, 0.229, -0.958, 0.081, -0.214, 0.277, -0.845, -1.143, 0.141, -0.963, -0.728, 0.405, 0.429, 0.441, 0.266, 0.414, 0.201, 0.637, -0.064, 0.236, 0.277, 0.218, 0.537, 0.389, 0.039, 0.507, 0.369, -0.003, 0.380, -1.173, 0.610, -0.572, 0.772, -0.949, 0.690, -1.064, -1.485, 0.795, 1.091, -1.298, 0.334, 0.318, 0.403, -0.197, 0.351, 0.168, 0.452, -0.054, 0.465, 0.646, 0.321, 0.518, -0.320, -0.724, -0.219, 0.276, 0.093, 0.561, -1.139, 0.317, -0.961, 0.285, -0.928, 0.613, -0.626, -0.929, 0.640, -1.157, 0.413, 0.261, 0.387, 0.306, 0.366, 0.230, 0.326, 0.553, -0.026, -0.095, -0.022, 0.370, 0.424, 0.316, 0.276, 0.358, 0.384, -0.641, -0.295, 0.389, -0.026, -0.550, -0.107, -0.053, 0.306, -0.360, 0.460, -0.503, 0.293, 0.398, -0.179, -1.062, 0.629, -0.440, 0.381, 0.273, 0.283, -0.255, 0.094, -0.419, -0.163, 0.401, 0.363],
  "molar_mass_g_mol": 1418.6,
  "energy_ha": -6273.0511
}